Density functional theory data (ωB97M-V/def2-TZVPD) for a cluster of 10 separate species, C9H36N15O12 in total.

Properties
total energy	-56845.3447	eV
highest occupied orbital energy	-7.06	eV
total charge	-1
strongest force on any atom	0.0328	hartree/bohr

Each line ends with the Löwdin charge.
Element x y z (Å)
N 0.020 -0.344 -0.388  -0.526
O -1.106 0.084 -0.760  -0.047
O 0.450 -1.442 -0.775  -0.021
O 0.725 0.414 0.329  -0.072
C -2.801 2.923 -2.494  -0.085
O -3.162 1.689 -1.805  -0.171
H -2.399 2.692 -3.477  0.080
H -3.680 3.557 -2.443  0.079
H -2.013 3.377 -1.893  0.043
H -2.386 1.481 -1.266  0.023
C 4.076 -2.982 -0.550  -0.160
O 4.773 -4.183 -0.195  -0.125
H 4.371 -2.514 -1.487  0.061
H 3.014 -3.223 -0.540  0.064
H 4.271 -2.262 0.248  0.069
H 5.494 -3.947 0.389  0.065
C -3.015 -2.076 2.843  -0.659
O -3.245 -3.017 2.106  0.024
N -3.702 -1.849 3.997  0.149
N -2.156 -1.045 2.540  0.164
H -3.380 -1.223 4.709  0.091
H -4.443 -2.487 4.229  0.104
H -1.490 -1.167 1.797  0.075
H -2.295 -0.110 2.867  0.092
C -0.070 4.447 -0.823  -0.691
O 0.376 4.294 -1.949  0.032
N -0.244 3.400 0.047  0.148
N -0.434 5.669 -0.309  0.150
H -0.726 3.576 0.906  0.104
H -0.069 2.497 -0.370  0.077
H -0.498 5.795 0.682  0.088
H -0.274 6.443 -0.929  0.100
C 4.190 0.767 -0.786  -0.676
O 5.334 1.104 -1.077  0.002
N 3.622 1.070 0.424  0.156
N 3.412 0.025 -1.622  0.169
H 2.699 0.701 0.596  0.028
H 4.177 1.474 1.151  0.098
H 2.444 -0.185 -1.461  0.066
H 3.834 -0.210 -2.501  0.107
C 1.542 -2.775 2.752  -0.678
O 1.615 -3.306 3.857  0.002
N 0.920 -3.321 1.671  0.171
N 2.154 -1.574 2.495  0.159
H 0.522 -4.238 1.702  0.108
H 0.762 -2.739 0.862  0.049
H 2.088 -1.146 1.591  0.045
H 2.712 -1.249 3.262  0.099
C -4.878 -1.802 -1.435  -0.675
O -5.555 -2.790 -1.714  -0.009
N -4.879 -0.676 -2.225  0.143
N -3.965 -1.767 -0.424  0.171
H -4.416 0.196 -1.982  0.050
H -5.631 -0.613 -2.885  0.091
H -3.784 -2.508 0.234  0.064
H -3.353 -0.974 -0.480  0.061
C -0.327 -1.454 -4.373  -0.687
O -0.065 -1.402 -5.577  -0.010
N 0.217 -2.396 -3.551  0.152
N -1.180 -0.609 -3.738  0.173
H 1.054 -2.779 -3.954  0.101
H -0.026 -2.382 -2.574  0.062
H -1.741 0.054 -4.235  0.097
H -0.986 -0.460 -2.759  0.048
C 1.873 2.690 3.335  -0.688
O 2.225 3.388 4.285  -0.004
N 2.023 3.099 2.047  0.154
N 1.271 1.478 3.508  0.162
H 2.529 3.947 1.880  0.109
H 1.564 2.674 1.263  0.043
H 1.170 1.221 4.472  0.104
H 0.848 1.002 2.733  0.058

***

Density functional theory data (ωB97M-V/def2-TZVPD) for a structure of composition C9H36BeN18O13S.

Properties
total energy	-74598.8652	eV
highest occupied orbital energy	-8.79	eV
total charge	0
strongest force on any atom	0.1015	hartree/bohr

Each line ends with the Löwdin charge.
Element x y z (Å)
Be 2.236 -0.880 -2.626  1.150
S 0.607 -0.105 -0.318  0.346
O 0.512 -0.629 1.060  -0.345
O -0.126 1.140 -0.452  -0.344
O 2.022 0.218 -0.705  -0.361
O 0.321 -1.123 -1.350  -0.399
C 0.433 -3.982 -2.654  -0.667
O 1.566 -3.452 -2.687  -0.036
N -0.667 -3.292 -2.373  0.170
N 0.261 -5.281 -2.916  0.207
H -0.794 -2.298 -2.266  0.072
H -1.543 -3.769 -2.522  0.114
H -0.679 -5.633 -2.954  0.120
H 1.084 -5.859 -2.923  0.133
C -3.221 -3.835 0.746  -0.686
O -2.533 -4.635 1.333  0.050
N -4.575 -3.888 0.779  0.151
N -2.828 -2.912 -0.196  0.152
H -5.013 -4.503 1.442  0.114
H -5.082 -3.232 0.215  0.091
H -1.858 -2.827 -0.441  0.061
H -3.566 -2.521 -0.748  0.069
C -2.317 -0.863 3.544  -0.679
O -3.393 -0.894 4.095  0.031
N -1.428 -1.885 3.512  0.169
N -1.724 0.322 3.107  0.149
H -0.501 -1.710 3.171  0.055
H -1.634 -2.761 3.960  0.110
H -1.013 0.311 2.395  0.031
H -2.144 1.191 3.386  0.097
C 0.463 5.232 0.149  -0.686
O 1.665 5.433 -0.028  0.022
N -0.065 3.993 0.248  0.166
N -0.422 6.205 0.380  0.162
H 0.482 3.172 0.031  0.059
H -1.042 3.749 0.267  0.085
H -1.415 6.089 0.472  0.103
H -0.022 7.123 0.488  0.115
C -3.607 1.278 -1.738  -0.690
O -4.647 1.513 -2.367  0.008
N -2.905 2.225 -1.082  0.166
N -3.046 0.063 -1.777  0.166
H -3.279 3.150 -1.211  0.111
H -1.947 2.012 -0.851  0.036
H -3.569 -0.763 -2.005  0.089
H -2.234 -0.181 -1.229  0.065
C 4.405 2.534 0.553  -0.713
O 5.284 3.073 1.226  0.014
N 4.363 1.195 0.490  0.146
N 3.435 3.100 -0.168  0.173
H 5.085 0.654 0.929  0.109
H 3.474 0.856 0.151  0.024
H 2.996 2.515 -0.859  0.077
H 3.275 4.094 -0.210  0.078
C 1.827 -3.814 1.347  -0.691
O 2.146 -4.986 1.477  0.026
N 1.453 -3.276 0.169  0.169
N 1.655 -3.012 2.400  0.175
H 0.756 -2.535 0.071  0.048
H 1.474 -3.796 -0.688  0.053
H 1.735 -3.356 3.340  0.122
H 1.342 -2.081 2.196  0.026
C 2.069 1.355 3.504  -0.676
O 2.501 2.120 4.351  0.036
N 1.171 1.724 2.557  0.159
N 2.438 0.052 3.339  0.168
H 0.829 1.112 1.832  0.016
H 1.065 2.712 2.394  0.096
H 1.951 -0.403 2.592  0.030
H 3.240 -0.287 3.840  0.112
C 0.663 2.070 -3.881  -0.642
O 1.575 1.288 -3.572  -0.014
N -0.207 2.447 -2.937  0.189
N 0.532 2.678 -5.075  0.192
H -0.388 3.436 -2.841  0.118
H -0.201 1.986 -2.035  0.036
H 0.096 3.582 -5.107  0.121
H 1.150 2.255 -5.748  0.120

***

Density functional theory data (ωB97M-V/def2-TZVPD) for the ion C5H7N2 with charge +1.

Properties
total energy	-8269.5189	eV
highest occupied orbital energy	-14.62	eV
total charge	+1
strongest force on any atom	0.0921	hartree/bohr
SMILES string	CC1=CC(=[NH2+])N=C1

Each line ends with the Löwdin charge.
Element x y z (Å)
C -0.178 0.282 -0.916  0.138
C 0.293 -0.346 1.198  -0.011
C 0.724 -0.381 -0.192  -0.264
C -1.365 0.709 0.187  -0.121
C 1.931 -1.110 -0.629  -0.028
N -0.897 0.138 1.430  0.112
N -2.392 1.514 0.248  0.272
H -0.116 0.647 -1.854  0.079
H 0.937 -0.717 2.018  0.159
H 1.747 -1.677 -1.497  0.070
H 2.177 -1.949 0.087  0.110
H 2.927 -0.530 -0.806  0.143
H -2.867 2.218 -0.348  0.183
H -2.921 1.201 1.074  0.159

***

Density functional theory data (ωB97M-V/def2-TZVPD) for a structure of composition C6H12O.

Properties
total energy	-8459.6851	eV
highest occupied orbital energy (alpha / beta)	-7.29 / -7.29	eV
total charge	0
strongest force on any atom	0.0131	hartree/bohr

Each line ends with the Löwdin charge.
Element x y z (Å)
C -2.018 -1.006 -0.818  -0.037
C -0.803 -0.227 -0.461  -0.114
C -0.810 1.008 1.071  0.018
C -0.026 -0.421 0.678  -0.217
O 1.838 -1.652 0.518  -0.177
C 1.581 -0.396 0.716  -0.619
C 2.144 0.592 -0.325  -0.066
H -2.772 -0.399 -1.327  0.088
H -1.684 -1.787 -1.516  0.110
H -2.456 -1.501 0.054  0.095
H -0.448 0.504 -1.187  0.141
H -0.649 0.932 2.152  0.111
H -1.888 1.144 0.923  0.093
H -0.263 1.862 0.673  0.086
H -0.364 -1.205 1.357  0.147
H 1.809 0.032 1.737  0.128
H 1.904 0.242 -1.336  0.073
H 3.233 0.588 -0.229  0.077
H 1.799 1.629 -0.196  0.062

***

Density functional theory data (ωB97M-V/def2-TZVPD) for a structure of composition C28H23ClN6O6S3Zr.

Properties
total energy	-96950.2928	eV
highest occupied orbital energy	-0.08	eV
total charge	-2
strongest force on any atom	0.0110	hartree/bohr

Each line ends with the Löwdin charge.
Element x y z (Å)
Zr 0.211 -0.135 0.107  1.492
C -3.268 -3.765 1.103  -0.099
C -3.146 -3.593 2.617  -0.317
N -1.769 -3.456 3.070  -0.062
C -1.089 -2.267 2.692  -0.775
S -1.899 -0.744 3.058  0.420
N 0.079 -2.420 2.209  -0.013
N 0.833 -1.336 1.794  -0.200
C 2.214 -1.652 1.921  -0.323
C 2.645 -2.794 2.778  -0.074
C 3.042 -0.892 1.171  -0.262
C 4.495 -0.877 1.210  -0.062
C 5.205 0.017 0.500  -0.139
C 4.522 0.985 -0.320  -0.126
C 3.167 0.912 -0.369  -0.235
N 2.406 0.010 0.290  -0.127
H -4.312 -3.869 0.797  0.061
H -2.725 -4.653 0.768  0.070
H -2.843 -2.897 0.595  0.033
H -3.590 -4.449 3.138  0.094
H -3.700 -2.710 2.930  0.067
H -1.196 -4.223 2.737  0.107
H 2.012 -2.888 3.663  0.060
H 3.675 -2.663 3.118  0.052
H 2.578 -3.753 2.254  0.072
H 5.004 -1.596 1.841  0.082
H 6.289 0.018 0.553  0.078
H 5.051 1.734 -0.891  0.070
H 2.619 1.617 -0.989  0.072
O -1.646 5.953 -2.730  0.078
C -0.672 5.071 -2.364  -0.476
O 0.469 5.414 -2.332  0.146
C -1.165 3.697 -2.093  -0.067
C -2.066 2.961 -2.833  -0.581
Cl -2.827 3.399 -4.309  0.768
N -2.180 1.730 -2.283  -0.046
N -1.347 1.628 -1.231  0.032
C -0.746 2.794 -1.082  -0.137
C 0.066 3.008 0.178  -0.590
O 0.292 4.147 0.541  0.076
O 0.353 1.901 0.744  -0.206
C -3.144 0.702 -2.532  -0.179
C -2.764 -0.612 -2.345  -0.014
C -3.702 -1.612 -2.551  -0.044
C -4.996 -1.293 -2.930  -0.091
C -5.370 0.037 -3.081  -0.094
C -4.446 1.047 -2.869  -0.053
H -2.501 5.509 -2.685  0.073
H -1.764 -0.863 -2.033  0.059
H -3.398 -2.641 -2.408  0.112
H -5.723 -2.080 -3.091  0.095
H -6.388 0.297 -3.344  0.094
H -4.746 2.082 -2.937  0.083
O 0.406 -4.018 -1.293  0.058
C 0.063 -2.891 -1.599  -0.586
O -0.270 -1.957 -0.761  -0.292
C -0.084 -2.496 -3.049  -0.177
C -0.586 -3.475 -3.904  -0.053
C -0.821 -3.218 -5.243  -0.119
C -0.516 -1.953 -5.736  -0.121
C 0.006 -0.985 -4.903  -0.147
C 0.237 -1.217 -3.536  -0.625
S 0.947 0.092 -2.607  0.627
H -0.782 -4.451 -3.477  0.109
H -1.228 -3.985 -5.890  0.082
H -0.687 -1.717 -6.781  0.087
H 0.246 -0.005 -5.297  0.083
S -2.281 0.009 1.149  0.017

***

Density functional theory data (ωB97M-V/def2-TZVPD) for a cluster of 3 separate species, C4H10NOP in total.

Properties
total energy	-17132.2731	eV
highest occupied orbital energy	-7.25	eV
total charge	0
strongest force on any atom	0.1033	hartree/bohr

Each line ends with the Löwdin charge.
Element x y z (Å)
C -0.884 -0.689 -0.320  -0.160
C -1.860 1.522 0.229  -0.069
C 2.758 -0.638 0.819  -0.241
C -1.432 0.304 0.432  -0.318
N 0.392 -0.852 -0.577  -0.162
O 1.306 1.456 0.355  -0.295
P 1.843 0.228 -0.506  0.828
H -2.675 -1.748 -2.279  0.005
H -1.832 1.908 -0.830  0.072
H -2.412 2.150 0.947  0.053
H -3.413 -1.356 -1.980  0.015
H 3.057 0.059 1.592  0.045
H 1.939 -1.295 1.240  0.063
H 3.460 -1.254 0.479  -0.029
H -1.594 -0.212 1.424  0.137
H 0.788 2.117 -0.075  0.034
H 0.558 -1.700 -0.949  0.022